The following is a quantum chemistry calculation of 2 unconnected molecules or ions with the total composition C2H8NS at a distorted geometry, from the OMol25 dataset.

Geometry (Å):
1 S -0.886 3.681 -0.777
2 H -0.492 2.328 -0.450
3 C -0.704 -0.699 -0.703
4 C 0.232 -0.893 0.580
5 N 1.552 -0.318 0.639
6 H -0.049 -0.848 -1.543
7 H -1.567 -1.420 -0.612
8 H -0.994 0.304 -0.587
9 H -0.523 -0.759 1.457
10 H 0.105 -2.009 0.750
11 H 1.750 0.252 -0.166
12 H 1.577 0.381 1.414

Calculated values
- highest occupied orbital energy (eV) = -2.543
- total charge = -1
- LUMO energy (Eh) = 0.1398
- relative energy (zero: lowest compared OMol25 entry of this formula, charge and spin) (eV) = 1.257